# 1
150
Properties=species:S:1:pos:R:3 method="wB97M-V/def2-TZVPD" homo_lumo_gap_ha=0.3630 total_energy_ha=-3453.94717 spin_multiplicity=1 e_above_lowest_kj_mol=234.0 total_charge=0
C 12.68 7.84 19.56
C 12.05 8.54 20.84
O 11.32 9.77 20.40
O 13.36 8.87 18.92
H 11.77 7.58 19.02
H 13.41 7.06 19.87
H 12.74 8.71 21.62
H 11.35 8.03 21.52
H 11.91 10.54 20.31
H 13.02 9.81 18.81
C 13.47 15.55 9.86
C 14.80 14.92 9.78
O 15.64 15.98 9.26
O 13.55 16.76 10.61
H 12.67 14.94 10.38
H 12.99 15.80 8.84
H 14.68 14.13 9.04
H 15.19 14.52 10.79
H 16.43 16.02 9.78
H 14.23 17.32 10.20
C 16.00 8.32 15.26
C 14.70 7.57 15.18
O 13.74 7.84 16.18
O 15.88 9.71 15.08
H 16.73 7.94 14.51
H 16.61 8.18 16.19
H 15.03 6.49 15.26
H 14.23 7.70 14.26
H 14.08 7.86 17.08
H 15.33 9.88 14.30
C 9.30 7.59 12.71
C 10.64 6.88 12.73
O 11.74 7.76 12.79
O 9.24 8.54 13.76
H 8.49 6.88 12.72
H 9.19 8.17 11.73
H 10.81 6.38 11.76
H 10.75 6.09 13.51
H 11.54 8.34 13.64
H 9.60 8.20 14.57
C 15.52 14.44 14.54
C 16.78 14.63 13.71
O 16.55 15.75 12.87
O 14.30 14.38 13.84
H 15.49 15.24 15.31
H 15.58 13.56 15.16
H 16.99 13.75 13.05
H 17.66 14.85 14.35
H 15.72 15.64 12.45
H 13.81 15.24 13.78
C 18.79 13.27 10.07
C 18.98 14.76 10.36
O 19.74 14.92 11.57
O 18.11 12.75 11.23
H 19.74 12.67 9.83
H 18.28 13.17 9.15
H 17.97 15.18 10.43
H 19.50 15.31 9.60
H 19.16 15.44 12.17
H 18.73 12.87 11.92
C 11.01 9.52 7.86
C 10.50 10.51 6.87
O 11.55 11.25 6.31
O 12.01 10.09 8.71
H 11.42 8.62 7.37
H 10.13 9.20 8.43
H 9.90 11.18 7.37
H 9.93 9.96 6.11
H 12.09 11.60 7.05
H 11.67 10.60 9.47
C 14.42 12.05 17.30
C 13.29 12.54 18.25
O 12.52 11.41 18.61
O 15.26 11.20 18.06
H 14.86 12.95 16.91
H 14.04 11.51 16.46
H 12.72 13.38 17.88
H 13.80 12.95 19.16
H 11.62 11.64 18.32
H 15.56 10.60 17.42
C 11.78 16.79 13.83
C 11.64 16.23 15.21
O 11.52 14.82 15.26
O 13.08 16.42 13.38
H 11.81 17.90 13.83
H 11.04 16.37 13.16
H 10.68 16.67 15.60
H 12.47 16.60 15.87
H 12.35 14.39 15.03
H 13.18 16.55 12.44
C 14.17 10.34 11.97
C 14.47 11.72 11.37
O 13.37 12.54 11.69
O 13.82 10.44 13.40
H 14.94 9.61 11.78
H 13.24 9.95 11.47
H 14.63 11.70 10.28
H 15.42 12.06 11.73
H 13.61 13.12 12.43
H 12.86 10.27 13.56
C 19.05 11.16 15.48
C 20.04 10.87 14.40
O 19.63 9.87 13.46
O 17.77 11.70 15.08
H 19.52 11.77 16.24
H 18.92 10.20 15.97
H 20.94 10.54 14.94
H 20.40 11.75 13.85
H 18.82 10.08 12.97
H 17.16 10.95 14.96
C 17.96 8.70 10.48
C 19.35 8.16 10.76
O 19.33 7.29 11.85
O 17.36 9.58 11.39
H 17.28 7.87 10.45
H 17.86 9.07 9.47
H 20.06 8.98 10.97
H 19.62 7.54 9.82
H 19.75 7.80 12.57
H 17.74 10.43 11.21
C 13.54 6.02 9.32
C 14.32 7.25 8.99
O 14.01 8.41 9.71
O 13.27 5.96 10.63
H 14.10 5.08 9.05
H 12.56 6.17 8.75
H 14.22 7.35 7.92
H 15.43 7.20 9.16
H 13.41 8.91 9.20
H 13.33 6.81 11.07
C 10.06 11.43 11.56
C 9.79 12.42 12.78
O 10.95 12.64 13.53
O 10.93 12.00 10.57
H 9.04 11.31 11.21
H 10.50 10.47 11.96
H 8.97 12.01 13.39
H 9.31 13.31 12.46
H 10.85 13.52 13.87
H 11.71 12.22 11.08
C 11.21 9.67 16.33
C 10.01 9.58 17.22
O 9.91 10.72 18.09
O 11.22 8.42 15.71
H 12.19 9.84 16.86
H 11.04 10.57 15.69
H 10.02 8.61 17.81
H 9.11 9.60 16.58
H 10.12 10.33 18.96
H 12.06 7.99 15.87

=====

# 2
75
Properties=species:S:1:pos:R:3 method="wB97M-V/def2-TZVPD" homo_lumo_gap_ha=0.0973 total_energy_ha=-2008.61312 spin_multiplicity=1 e_above_lowest_kj_mol=0.0 total_charge=+1
F -2.62 2.71 3.39
C -2.41 1.38 3.39
C -3.47 0.50 3.36
C -3.25 -0.87 3.38
F -4.31 -1.72 3.38
C -1.97 -1.36 3.40
C -0.85 -0.50 3.43
C 0.44 -1.07 3.46
C 1.73 -0.49 3.44
C 2.85 -1.35 3.43
C 4.14 -0.86 3.39
F 5.19 -1.71 3.37
C 4.36 0.51 3.37
C 3.29 1.38 3.39
F 3.50 2.72 3.37
C 2.01 0.89 3.42
C -1.13 0.89 3.42
H -4.48 0.88 3.35
H -1.84 -2.42 3.40
H 0.44 -2.15 3.51
H 2.72 -2.42 3.44
H 5.36 0.89 3.35
H 1.25 1.63 3.43
H -0.37 1.63 3.45
C -0.17 -0.72 -6.50
C 0.52 0.17 -5.70
C 0.92 -0.21 -4.44
C 0.63 -1.48 -3.96
C 1.10 -1.87 -2.59
N 0.62 -3.19 -2.13
C 1.66 -4.21 -1.90
C 1.08 -5.62 -1.94
N -0.12 -5.71 -1.10
C -0.41 -6.95 -0.36
C -1.91 -7.20 -0.27
N -2.64 -5.99 0.16
C -3.98 -6.21 0.73
C -4.13 -5.81 2.17
C -5.38 -5.85 2.77
C -5.53 -5.51 4.10
C -4.43 -5.13 4.84
C -3.18 -5.10 4.26
C -3.03 -5.44 2.93
C -2.22 -4.73 -0.33
C -3.01 -3.59 -0.23
N -2.71 -2.41 -0.75
C -1.56 -2.33 -1.40
C -0.65 -3.37 -1.53
C -1.00 -4.61 -0.99
C -0.05 -2.36 -4.77
C -0.45 -1.98 -6.04
H -0.47 -0.42 -7.49
H 0.75 1.16 -6.06
H 1.46 0.48 -3.81
H 2.19 -1.89 -2.58
H 0.80 -1.12 -1.86
H 2.44 -4.08 -2.65
H 2.12 -4.02 -0.93
H 0.80 -5.90 -2.96
H 1.81 -6.37 -1.60
H 0.11 -7.79 -0.85
H 0.02 -6.86 0.65
H -2.30 -7.49 -1.26
H -2.15 -8.01 0.41
H -4.71 -5.67 0.12
H -4.22 -7.27 0.63
H -6.23 -6.15 2.18
H -6.51 -5.54 4.55
H -4.56 -4.87 5.88
H -2.32 -4.82 4.85
H -2.06 -5.43 2.47
H -3.94 -3.65 0.31
H -1.34 -1.38 -1.85
H -0.26 -3.35 -4.40
H -0.98 -2.68 -6.67

=====

# 3
37
Properties=species:S:1:pos:R:3 method="wB97M-V/def2-TZVPD" homo_lumo_gap_ha=0.3444 total_energy_ha=-1181.49305 spin_multiplicity=1 e_above_lowest_kj_mol=0.0 total_charge=0
C 1.70 -0.22 3.21
C 1.73 0.13 1.73
N 0.43 -0.22 1.14
C 0.04 0.32 0.01
N -1.13 -0.16 -0.64
C -2.07 -1.07 -0.18
C -1.68 -2.22 0.55
C -2.61 -3.17 0.92
C -3.96 -3.05 0.61
F -4.79 -4.05 1.00
C -4.35 -1.90 -0.08
C -5.81 -1.71 -0.45
F -6.52 -1.90 0.72
F -6.12 -0.44 -0.89
F -6.25 -2.60 -1.39
C -3.43 -0.90 -0.47
C -1.22 0.44 -1.89
O -2.03 0.24 -2.80
N -0.28 1.43 -2.00
C 0.67 1.36 -0.88
C 0.68 2.78 -0.22
C 2.11 1.03 -1.36
H 2.66 -0.01 3.67
H 1.50 -1.30 3.34
H 0.94 0.36 3.66
H 1.94 1.22 1.66
H 2.51 -0.44 1.28
H -0.66 -2.38 0.74
H -2.24 -4.03 1.39
H -3.77 0.00 -0.98
H 0.01 1.57 -2.96
H -0.27 2.99 0.24
H 1.47 2.92 0.52
H 0.79 3.54 -1.00
H 2.85 1.24 -0.60
H 2.37 1.62 -2.26
H 2.22 -0.03 -1.60